# 1
Density functional theory data (ωB97M-V/def2-TZVPD) for a cluster of 2 separate species, C4H13N2O in total in a non-equilibrium geometry.

ORCA input file:
```
! wB97M-V def2-TZVPD RIJCOSX def2/J DEFGRID3
* xyz 0 2
C -1.785 -0.203 0.345
C -1.071 1.208 0.680
C -0.159 1.760 -0.420
C 2.164 1.755 -0.985
N 1.086 1.123 -0.460
N -0.805 -1.135 -0.310
H -2.736 -0.096 -0.119
H -2.221 -0.801 1.225
H -1.787 2.088 0.797
H -0.635 1.207 1.676
H -0.692 1.512 -1.367
H -0.145 2.881 -0.367
H 2.322 2.796 -1.026
H 3.016 1.016 -1.253
H -0.903 -2.084 -0.034
H -0.939 -1.241 -1.297
H 0.183 -0.865 -0.091
H 1.069 -3.853 1.632
H 1.001 -3.342 0.084
O 0.700 -3.282 0.976
*
```

Results
⟨S²⟩ = 0.75
Kohn-Sham gap (alpha / beta) = 3.10 / 7.13 eV
HOMO (alpha / beta) = -3.030 / -7.204 eV
E_tot = -344.75254 Eh
energy above the lowest of the compared OMol25 structures with the same formula, charge and spin = 337.3 kJ/mol

Löwdin atomic charge list, values in e, 4 entries:
1 C -0.15
2 C -0.18
3 C -0.40
4 C -0.20


# 2
Density functional theory data (ωB97M-V/def2-TZVPD) for the ion C4H7N3O3P with charge -1 in a non-equilibrium geometry.

ORCA input file:
```
! wB97M-V def2-TZVPD RIJCOSX def2/J DEFGRID3
* xyz -1 1
C 0.589 -0.946 2.203
C 1.369 -0.772 1.113
C -0.822 -0.849 1.989
C -0.381 0.551 0.068
N -1.354 -0.193 1.021
N 0.948 -0.113 0.021
N 1.564 -0.569 -1.137
O -2.318 1.565 -1.297
O 0.079 1.730 -2.351
O -1.228 -0.532 -2.321
P -0.938 0.805 -1.652
H 1.052 -1.415 3.006
H 2.459 -0.932 1.081
H -1.429 -1.340 2.832
H -0.261 1.596 0.591
H -2.299 2.479 -1.755
H 1.927 0.248 -1.805
H 1.043 -1.312 -1.610
*
```

Results
Kohn-Sham gap = 8.12 eV
HOMO = -4.387 eV
structure (SMILES) = NN1C=CC=N[C@@H]1[P@@](=O)([O-])O
E_tot = -888.04975 Eh
energy above the lowest of the compared OMol25 structures with the same formula, charge and spin = 24.0 kJ/mol

Löwdin atomic charge list, values in e, 4 entries:
1 C -0.12
2 C -0.14
3 C -0.25
4 C -0.30


# 3
Density functional theory data (ωB97M-V/def2-TZVPD) for a structure of composition C57H78Cl3F9N3O6Ti in a non-equilibrium geometry.

ORCA input file:
```
! wB97M-V def2-TZVPD RIJCOSX def2/J DEFGRID3
* xyz -1 1
Ti -0.574 0.139 0.149
C 7.502 0.092 -1.022
C 6.574 0.267 0.188
C 7.080 -0.627 1.321
C 6.632 1.727 0.665
C 5.130 -0.056 -0.187
C 4.375 -1.025 0.443
C 3.004 -1.168 0.228
C 2.358 -2.252 1.073
N 1.254 -3.029 0.567
C 0.611 -3.756 1.641
C -0.833 -4.076 1.277
N -1.530 -2.897 0.778
C -2.186 -3.100 -0.505
C -1.259 -3.535 -1.637
N -0.160 -2.618 -1.948
C 1.173 -3.229 -1.888
C 1.548 -3.877 -0.566
C -0.287 -2.066 -3.279
C -1.199 -0.890 -3.608
C -1.264 -0.723 -4.985
C -1.867 0.365 -5.586
C -2.502 1.236 -4.721
C -2.519 1.106 -3.331
C -1.763 0.066 -2.737
O -1.574 -0.032 -1.396
C -3.417 2.149 -2.632
C -4.841 2.046 -3.212
C -3.534 1.932 -1.133
C -2.858 3.561 -2.865
C -1.752 0.602 -7.089
C -2.170 -0.650 -7.870
C -0.285 0.935 -7.414
C -2.623 1.772 -7.550
C -2.443 -2.385 1.780
C -1.814 -1.724 2.997
C -2.545 -1.912 4.160
C -2.210 -1.290 5.347
C -1.000 -0.620 5.351
C -0.152 -0.469 4.252
C -0.664 -0.897 2.997
O -0.130 -0.486 1.813
C 1.234 0.111 4.664
C 1.097 1.550 5.205
C 1.777 -0.776 5.811
C 2.349 0.117 3.614
C -3.101 -1.279 6.584
C -3.548 0.173 6.832
C -2.342 -1.806 7.810
C -4.345 -2.145 6.389
C 2.347 -0.256 -0.610
O 0.988 -0.203 -0.610
C 3.132 0.533 -1.490
C 4.487 0.647 -1.202
C 2.682 1.112 -2.849
C 3.381 2.442 -3.187
C 3.119 0.076 -3.903
C 1.177 1.287 -2.996
H 8.532 0.341 -0.749
H 7.209 0.741 -1.849
H 7.479 -0.941 -1.380
H 8.096 -0.332 1.594
H 7.102 -1.679 1.023
H 6.450 -0.532 2.209
H 7.645 1.983 0.990
H 5.946 1.883 1.502
H 6.342 2.415 -0.132
H 4.839 -1.708 1.145
H 1.986 -1.775 1.969
H 3.182 -2.925 1.375
H 0.606 -3.129 2.533
H 1.148 -4.688 1.895
H -1.334 -4.461 2.173
H -0.870 -4.877 0.535
H -2.642 -2.153 -0.793
H -2.995 -3.850 -0.439
H -1.908 -3.636 -2.514
H -0.857 -4.535 -1.448
H 1.896 -2.435 -2.082
H 1.295 -3.983 -2.689
H 2.619 -4.133 -0.609
H 1.015 -4.823 -0.455
H -0.548 -2.876 -3.980
H 0.708 -1.732 -3.582
H -0.767 -1.472 -5.598
H -3.039 2.074 -5.139
H -5.201 1.016 -3.144
H -4.899 2.356 -4.259
H -5.516 2.683 -2.634
H -3.923 0.938 -0.913
H -4.213 2.676 -0.707
H -2.570 2.025 -0.653
H -2.773 3.812 -3.925
H -1.869 3.647 -2.416
H -3.513 4.299 -2.393
H -1.534 -1.505 -7.635
H -2.099 -0.464 -8.945
H -3.202 -0.922 -7.633
H 0.377 0.114 -7.129
H 0.030 1.824 -6.861
H -0.159 1.128 -8.484
H -3.676 1.607 -7.307
H -2.539 1.883 -8.634
H -2.305 2.711 -7.093
H -3.067 -3.207 2.165
H -3.124 -1.694 1.290
H -3.431 -2.533 4.097
H -0.673 -0.185 6.287
H 0.177 1.702 5.770
H 1.114 2.275 4.397
H 1.946 1.770 5.860
H 1.271 -0.593 6.761
H 2.842 -0.569 5.956
H 1.660 -1.835 5.566
H 2.020 0.439 2.635
H 2.807 -0.868 3.534
H 3.134 0.801 3.950
H -2.704 0.792 7.147
H -4.311 0.210 7.616
H -3.954 0.607 5.915
H -1.462 -1.200 8.033
H -2.012 -2.836 7.646
H -2.991 -1.787 8.691
H -4.953 -1.781 5.557
H -4.958 -2.117 7.293
H -4.078 -3.188 6.195
H 5.081 1.303 -1.825
H 4.422 2.296 -3.488
H 3.363 3.134 -2.349
H 2.865 2.911 -4.027
H 4.202 -0.072 -3.884
H 2.828 0.412 -4.904
H 2.643 -0.891 -3.715
H 0.751 1.919 -2.225
H 0.685 0.324 -2.938
H 0.947 1.722 -3.973
Cl -5.158 -0.379 0.140
C -4.861 0.451 1.685
Cl -5.630 -0.506 2.976
Cl -5.628 2.056 1.624
C -3.317 0.683 2.047
O -3.150 1.112 3.168
O -2.506 0.451 1.112
F 0.996 4.099 2.652
C 0.470 3.003 2.079
F -0.385 2.448 2.933
F 1.481 2.152 1.876
C -0.243 3.287 0.728
O -0.489 2.146 0.032
C 0.679 4.250 -0.104
F 0.650 5.510 0.355
F 1.956 3.848 -0.067
F 0.306 4.281 -1.383
C -1.567 4.077 1.044
F -1.961 4.794 -0.026
F -2.550 3.258 1.365
F -1.404 4.936 2.064
*
```

Results
Kohn-Sham gap = 7.79 eV
HOMO = -5.576 eV
E_tot = -5963.64544 Eh

Löwdin atomic charge list, values in e, 4 entries:
1 Ti 1.24
2 C -0.05
3 C -0.56
4 C -0.07